ORCA calculation (wB97M-V/def2-TZVPD) on a gas-phase ion, C3H4N5 (charge +1) at a distorted geometry.

XYZ file:
```
12
C3H4N5 (wB97M-V/def2-TZVPD)
N 4.11 -0.76 -0.02
N 3.19 -0.17 -0.10
C 1.88 0.45 0.10
N 1.76 1.78 0.01
N 0.51 1.99 0.01
C -0.27 0.87 0.03
C 0.65 -0.24 0.02
N 0.33 -1.56 -0.01
H 0.32 2.98 -0.06
H -1.28 0.76 -0.06
H -0.64 -1.64 -0.19
H 1.09 -2.06 -0.41
```

Computed properties:
Orbital gap (spin up / spin down)   7.91 / 7.91 eV
Largest force on an atom   0.0793 Eh/bohr
Energy   -390.157289 hartree
HOMO energy (spin up / spin down)   -0.493 / -0.493 hartree
SMILES   N#[N+]c1n[nH]cc1N
Total charge   +1

ORCA calculation (wB97M-V/def2-TZVPD) on a molecular structure, C58H58IrN7O3P2S6.

XYZ file:
```
135
C58H58IrN7O3P2S6 (wB97M-V/def2-TZVPD)
Ir -1.04 -0.17 -0.24
N -1.99 2.52 0.24
P -2.50 1.14 1.09
C -4.29 0.96 0.92
C -4.86 -0.30 0.82
C -6.24 -0.43 0.72
C -7.04 0.70 0.71
C -6.47 1.96 0.83
C -5.10 2.09 0.95
C -2.38 1.74 2.80
C -1.66 2.89 3.10
C -1.67 3.41 4.39
C -2.39 2.77 5.38
C -3.12 1.62 5.09
C -3.12 1.11 3.80
P -1.21 1.95 -1.15
C 0.31 2.89 -1.42
C 1.31 2.87 -0.45
C 2.51 3.53 -0.67
C 2.73 4.20 -1.87
C 1.74 4.22 -2.84
C 0.53 3.57 -2.62
C -2.30 2.50 -2.50
C -2.74 3.82 -2.37
C -3.58 4.38 -3.32
C -4.00 3.63 -4.41
C -3.56 2.32 -4.55
C -2.72 1.76 -3.60
H -2.44 3.42 0.31
H -4.23 -1.18 0.82
H -6.68 -1.42 0.63
H -8.11 0.60 0.62
H -7.10 2.84 0.85
H -4.67 3.08 1.08
H -1.08 3.38 2.33
H -1.11 4.31 4.61
H -2.41 3.18 6.38
H -3.69 1.13 5.86
H -3.70 0.23 3.57
H 1.16 2.32 0.47
H 3.28 3.52 0.09
H 3.67 4.72 -2.04
H 1.90 4.76 -3.77
H -0.23 3.60 -3.39
H -2.41 4.44 -1.55
H -3.90 5.41 -3.21
H -4.66 4.06 -5.15
H -3.88 1.73 -5.39
H -2.41 0.73 -3.73
O 0.54 0.42 1.25
S 1.12 -0.48 2.36
C 0.71 0.37 3.92
C 1.64 1.46 4.36
C 1.83 2.60 3.59
C 2.71 3.59 4.01
C 3.40 3.45 5.21
C 3.22 2.31 5.98
C 2.35 1.32 5.55
C 2.90 -0.19 2.34
C 3.67 -1.03 1.38
C 4.37 -0.43 0.34
C 5.20 -1.19 -0.48
C 5.32 -2.55 -0.27
C 4.61 -3.16 0.75
C 3.78 -2.41 1.57
H 0.67 -0.43 4.67
H -0.30 0.71 3.74
H 1.30 2.71 2.66
H 2.85 4.48 3.41
H 4.08 4.23 5.54
H 3.75 2.20 6.91
H 2.21 0.43 6.16
H 3.21 -0.39 3.37
H 3.02 0.88 2.16
H 4.30 0.64 0.20
H 5.76 -0.70 -1.27
H 5.98 -3.14 -0.89
H 4.72 -4.23 0.92
H 3.25 -2.88 2.39
C -0.48 -4.96 -3.96
S -0.96 -3.29 -3.48
C -2.28 -3.57 -2.37
C -2.93 -2.60 -1.70
S -2.74 -0.85 -1.70
S -4.38 -3.13 -0.85
C -4.27 -4.82 -1.19
S -5.30 -5.95 -0.62
S -2.92 -5.19 -2.21
H 0.35 -4.83 -4.65
H -1.28 -5.48 -4.48
H -0.14 -5.54 -3.11
C 0.39 0.22 -3.61
C 0.96 -0.73 -2.63
N 0.55 -0.96 -1.39
C 1.34 -1.98 -0.89
C 2.24 -2.35 -1.84
N 1.99 -1.55 -2.93
C 2.70 -1.59 -4.20
N 4.09 -1.31 -4.07
N 4.97 -2.32 -3.83
N 6.15 -1.85 -3.75
C 6.09 -0.49 -3.93
C 7.11 0.47 -3.93
C 6.74 1.78 -4.12
C 5.39 2.14 -4.32
C 4.38 1.21 -4.33
C 4.76 -0.12 -4.13
H -0.51 0.67 -3.20
H 0.09 -0.29 -4.53
H 1.09 1.02 -3.86
H 1.20 -2.38 0.09
H 3.03 -3.08 -1.84
H 2.25 -0.87 -4.87
H 2.61 -2.59 -4.63
H 8.15 0.18 -3.79
H 7.50 2.55 -4.13
H 5.15 3.18 -4.48
H 3.35 1.50 -4.49
O -1.07 -2.05 0.75
C -1.56 -2.26 1.89
O -2.09 -1.45 2.67
C -1.43 -3.72 2.37
N -2.07 -3.76 3.74
C -3.31 -4.64 3.66
C -3.62 -4.67 2.18
C -2.24 -4.71 1.53
H -0.37 -3.96 2.45
H -2.32 -2.76 3.90
H -1.44 -4.07 4.47
H -4.08 -4.21 4.29
H -3.04 -5.62 4.04
H -4.16 -3.76 1.88
H -4.24 -5.52 1.91
H -2.22 -4.42 0.49
H -1.81 -5.71 1.61
```

Computed properties:
Orbital gap   7.21 eV
Largest force on an atom   0.0163 Eh/bohr
Energy   -6029.868797 hartree
HOMO energy   -0.425 hartree
Total charge   +2

ORCA calculation (wB97M-V/def2-TZVPD) on a molecular structure, C30H41F7Ge2N2O2Rb.

XYZ file:
```
85
C30H41F7Ge2N2O2Rb (wB97M-V/def2-TZVPD)
Rb 0.98 1.00 2.15
C -1.67 2.86 0.58
C -1.88 3.56 1.91
N -1.55 2.72 3.05
C -1.26 3.53 4.23
C 0.17 4.05 4.25
C -2.64 1.77 3.30
C -2.30 0.60 4.22
N -1.18 -0.14 3.70
C -0.95 -1.36 4.17
C 0.15 -2.11 3.62
F 0.92 -1.47 2.69
C 0.46 -3.39 3.95
F 1.49 -3.99 3.32
C -0.26 -4.11 4.90
C -1.29 -3.41 5.50
F -2.02 -4.02 6.46
C -1.62 -2.11 5.18
F -2.63 -1.55 5.90
H -2.07 3.46 -0.25
H -2.16 1.89 0.55
H -0.61 2.72 0.37
H -2.92 3.93 1.99
H -1.24 4.45 1.94
H -1.44 2.92 5.12
H -1.98 4.37 4.30
H 0.87 3.22 4.39
H 0.33 4.75 5.07
H 0.45 4.55 3.32
H -2.93 1.34 2.34
H -3.52 2.31 3.69
H -3.23 0.02 4.29
H -2.12 0.97 5.24
H -0.03 -5.13 5.16
C -3.28 -0.08 -1.87
C -2.61 1.13 -2.50
Ge -0.68 0.93 -2.81
C 0.15 2.70 -2.99
C -0.43 3.50 -4.16
C -0.34 -0.23 -4.35
C 0.37 -1.29 -3.90
Ge 0.64 -0.91 -1.96
C -0.21 -2.17 -0.70
C 0.29 -3.61 -0.68
C 2.51 -0.56 -1.47
C 3.50 -1.61 -1.97
C 0.81 -2.43 -4.75
C 0.74 -2.39 -6.15
C 1.14 -3.47 -6.91
C 1.63 -4.62 -6.30
C 1.72 -4.67 -4.92
C 1.31 -3.58 -4.16
H -4.37 0.05 -1.80
H -2.91 -0.27 -0.86
H -3.10 -0.99 -2.45
H -2.78 2.02 -1.90
H -3.04 1.34 -3.48
H 1.23 2.56 -3.12
H 0.03 3.25 -2.05
H -0.29 2.98 -5.11
H 0.04 4.48 -4.26
H -1.50 3.66 -4.04
H -0.66 -0.15 -5.39
H -1.28 -2.14 -0.88
H -0.07 -1.73 0.30
H 0.06 -4.13 -1.61
H -0.17 -4.17 0.13
H 1.37 -3.67 -0.52
H 2.56 -0.49 -0.38
H 2.77 0.43 -1.83
H 3.29 -2.60 -1.57
H 4.52 -1.36 -1.67
H 3.49 -1.69 -3.06
H 0.37 -1.50 -6.64
H 1.08 -3.42 -7.99
H 1.95 -5.47 -6.90
H 2.10 -5.56 -4.43
H 1.39 -3.64 -3.08
F 3.98 2.91 3.97
C 4.15 2.30 2.79
F 3.97 0.98 3.02
F 5.44 2.47 2.44
C 3.17 2.82 1.68
O 2.73 3.95 1.85
O 2.93 1.96 0.80
```

Computed properties:
Orbital gap   6.27 eV
Largest force on an atom   0.0193 Eh/bohr
Energy   -6304.784581 hartree
HOMO energy   -0.151 hartree
Total charge   -1

ORCA calculation (wB97M-V/def2-TZVPD) on a molecular structure, C20H28CdNO2Se at a distorted geometry.

XYZ file:
```
53
C20H28CdNO2Se (wB97M-V/def2-TZVPD)
O 0.79 0.39 -6.74
C 0.63 1.57 -7.57
C 0.51 0.81 -8.89
H 1.47 2.27 -7.58
H -0.29 2.15 -7.36
C 0.60 -0.43 -7.98
H 1.39 0.96 -9.54
H -0.42 1.02 -9.42
C 1.87 -1.22 -8.29
H 2.73 -0.56 -8.14
H 1.90 -1.58 -9.34
H 1.92 -2.08 -7.62
C -0.67 -1.29 -7.90
H -1.53 -0.72 -7.51
H -0.47 -2.12 -7.21
H -0.96 -1.72 -8.88
Cd -0.13 -0.24 -0.83
C -2.64 -0.86 0.92
C -2.15 0.47 1.02
C -2.01 0.99 -0.31
H -1.95 1.03 1.93
C -2.40 -0.07 -1.24
C -2.78 -1.21 -0.45
H -3.25 -2.13 -0.83
H -2.92 -1.48 1.77
H -1.77 2.02 -0.59
H -2.56 0.05 -2.32
C 1.26 -2.29 1.31
C 0.23 -2.77 0.47
C 0.57 -2.40 -0.89
H -0.66 -3.31 0.79
C 1.83 -1.66 -0.84
C 2.24 -1.64 0.52
H 3.18 -1.27 0.90
H 1.31 -2.42 2.39
H 0.07 -2.78 -1.78
H 2.42 -1.39 -1.72
O 1.32 1.05 -4.05
C 0.05 0.36 -4.18
C -1.11 1.37 -4.22
H -0.10 -0.45 -3.42
H 0.10 -0.07 -5.18
C -0.35 2.67 -4.58
H -1.53 1.50 -3.20
H -1.90 1.02 -4.93
C 0.96 2.46 -3.75
H -0.92 3.63 -4.46
H 0.01 2.61 -5.64
H 0.79 2.59 -2.65
H 1.79 3.12 -4.06
Se 1.36 1.34 3.51
C 1.16 1.35 1.76
N 1.03 1.36 0.58
```

Computed properties:
Orbital gap   6.18 eV
Largest force on an atom   0.0576 Eh/bohr
Energy   -3553.192035 hartree
HOMO energy   -0.151 hartree
Total charge   -1

ORCA calculation (wB97M-V/def2-TZVPD) on 3 unconnected molecules or ions with the total composition C13H14BrF17O4PS at a distorted geometry.

XYZ file:
```
51
C13H14BrF17O4PS (wB97M-V/def2-TZVPD)
C 1.01 -2.90 4.78
C 0.76 -1.35 4.98
F 0.34 -0.83 3.70
C -0.29 -1.09 6.13
Br -0.21 0.89 6.54
P -2.04 -1.35 5.52
O -2.48 -0.31 4.23
O -2.31 -2.96 5.06
S -3.23 -0.83 7.01
H 0.09 -3.28 4.26
H 1.17 -3.42 5.75
H 1.89 -3.01 4.09
H 1.73 -0.86 5.28
H -2.18 -0.67 3.39
H -3.01 -2.94 4.38
C -3.33 0.76 0.70
C -2.11 0.02 0.10
C -1.37 0.70 -1.06
F -2.15 0.98 -2.12
F -0.38 -0.11 -1.52
F -2.49 -1.23 -0.22
F -1.20 -0.11 1.10
O -4.66 0.40 0.24
C -5.17 0.93 -0.96
C -5.31 -0.12 -2.07
F -4.18 -0.82 -2.28
F -5.63 0.48 -3.25
F -4.45 2.00 -1.32
F -6.40 1.39 -0.67
H -3.36 0.47 1.76
H -3.20 1.84 0.72
H -0.91 1.64 -0.73
H -6.09 -0.84 -1.82
C 3.31 0.44 -2.18
C 2.83 1.85 -2.63
C 2.20 1.97 -4.04
F 3.00 1.55 -5.03
F 1.92 3.27 -4.30
F 3.85 2.72 -2.48
F 1.86 2.25 -1.76
O 4.70 0.09 -2.35
C 5.18 -0.36 -3.59
C 6.12 0.64 -4.28
F 5.60 1.87 -4.37
F 6.40 0.23 -5.54
F 4.14 -0.74 -4.36
F 5.88 -1.48 -3.33
H 3.18 0.43 -1.09
H 2.65 -0.35 -2.54
H 1.27 1.40 -4.08
H 7.06 0.72 -3.72
```

Computed properties:
Orbital gap   5.87 eV
Largest force on an atom   0.0557 Eh/bohr
Energy   -5816.088701 hartree
HOMO energy   -0.140 hartree
Total charge   -1

ORCA calculation (wB97M-V/def2-TZVPD) on a molecular structure, C30H24BIrN12O2 at a distorted geometry.

XYZ file:
```
70
C30H24BIrN12O2 (wB97M-V/def2-TZVPD)
Ir -0.84 -0.51 0.70
O -2.92 -3.24 2.45
C -1.85 -2.76 2.19
N -1.41 -2.42 0.92
C -1.39 -3.24 -0.15
C -1.86 -4.57 -0.19
C -1.68 -5.28 -1.34
C -1.04 -4.70 -2.47
C -0.58 -3.42 -2.45
C -0.74 -2.64 -1.28
N -0.41 -1.34 -1.12
C 0.43 -0.74 -2.11
O 1.37 -1.36 -2.54
C 0.09 0.62 -2.65
C 0.70 0.97 -3.86
C 0.37 2.19 -4.43
C -0.54 3.01 -3.78
C -1.08 2.57 -2.58
N -0.79 1.40 -2.03
C 0.05 -1.16 3.11
C 0.95 -0.94 4.27
C 2.30 -1.06 4.13
C 2.86 -1.29 2.86
C 2.01 -1.25 1.72
N 0.73 -1.14 1.83
H -2.37 -4.99 0.66
H -2.04 -6.30 -1.41
H -0.92 -5.29 -3.37
H -0.09 -3.00 -3.32
H 1.41 0.30 -4.32
H 0.81 2.49 -5.37
H -0.83 3.96 -4.19
H -1.79 3.19 -2.04
H 0.50 -0.76 5.24
H 2.95 -0.96 4.99
H 3.92 -1.42 2.72
H 2.43 -1.26 0.72
C 0.78 3.46 0.78
C 0.90 2.08 0.56
N -0.26 1.49 0.69
N -1.17 2.44 1.02
C -0.54 3.65 1.07
B -2.60 2.17 1.28
N -1.93 -0.01 3.73
C -2.25 -0.91 4.62
C -1.69 -2.20 4.53
C -0.85 -2.45 3.33
N -1.00 -0.14 2.82
N -3.29 1.18 0.45
C -4.56 1.20 -0.05
C -4.69 0.15 -0.92
C -3.45 -0.49 -0.91
N -2.62 0.13 -0.09
N -3.29 2.93 2.25
C -2.79 3.77 3.25
C -3.83 4.15 4.03
C -4.96 3.50 3.45
N -4.65 2.77 2.42
H 1.55 4.21 0.71
H 1.77 1.51 0.28
H -1.09 4.56 1.24
H -2.91 -0.59 5.42
H -1.90 -2.96 5.27
H -0.18 -3.31 3.44
H -5.25 1.96 0.26
H -5.56 -0.11 -1.49
H -3.13 -1.37 -1.44
H -1.74 3.99 3.33
H -3.80 4.79 4.89
H -5.99 3.54 3.79
```

Computed properties:
Orbital gap (spin up / spin down)   7.44 / 5.27 eV
Largest force on an atom   0.0211 Eh/bohr
Spin multiplicity   5
Energy   -2093.804558 hartree
HOMO energy (spin up / spin down)   -0.476 / -0.505 hartree
<S²>   6.07
Total charge   +2

ORCA calculation (wB97M-V/def2-TZVPD) on a molecular structure, C9H5ClINNiOTe at a distorted geometry.

XYZ file:
```
20
C9H5ClINNiOTe (wB97M-V/def2-TZVPD)
Ni 0.00 0.00 0.00
Cl -4.28 4.18 2.39
C -3.13 2.90 2.11
C -2.83 2.10 3.20
C -1.92 1.06 3.05
I -1.58 -0.08 4.84
C -1.25 0.76 1.82
O -0.42 -0.22 1.74
C -1.58 1.62 0.70
N -1.02 1.45 -0.53
C -1.32 2.24 -1.57
C -2.21 3.28 -1.49
C -2.81 3.50 -0.26
C -2.52 2.68 0.86
H -3.31 2.28 4.16
H -0.81 2.00 -2.49
H -2.43 3.90 -2.35
H -3.52 4.32 -0.18
Te -0.61 -2.07 -1.34
H 1.48 0.29 -0.17
```

Computed properties:
Orbital gap (spin up / spin down)   3.13 / 3.20 eV
Largest force on an atom   0.1277 Eh/bohr
Spin multiplicity   3
Energy   -3010.107049 hartree
HOMO energy (spin up / spin down)   0.037 / 0.034 hartree
<S²>   2.04
Total charge   -2

ORCA calculation (wB97M-V/def2-TZVPD) on a molecular structure, C2H23HgO10V at a distorted geometry.

XYZ file:
```
37
C2H23HgO10V (wB97M-V/def2-TZVPD)
Hg -1.83 0.84 -2.28
V -3.67 -0.35 0.48
C 1.01 -0.66 0.00
C -0.18 0.30 0.20
O -1.44 -0.26 -0.16
H 1.83 -0.01 0.29
H 1.23 -0.93 -1.04
H 0.86 -1.65 0.42
H 0.01 1.18 -0.41
H -0.21 0.58 1.26
O -0.19 2.39 -2.81
H -0.04 2.43 -3.75
H 0.52 2.91 -2.43
O -2.27 3.04 -0.84
H -1.68 3.49 -0.23
H -3.06 2.87 -0.33
O 3.71 -0.77 3.01
H 4.55 -0.99 2.59
H 3.44 0.04 2.58
O -1.48 3.21 1.97
H -1.72 3.89 2.60
H -0.58 2.97 2.21
O 4.38 -1.28 -0.11
H 4.62 -1.87 -0.82
H 4.83 -1.64 0.66
O -3.34 1.44 1.75
H -3.64 1.73 2.61
H -2.42 1.71 1.71
O 0.93 -4.90 0.85
H 1.36 -4.18 1.31
H 0.06 -4.56 0.62
O -0.40 -0.48 -3.55
H -0.35 -1.42 -3.38
H -0.07 -0.37 -4.44
O -1.41 -3.24 -0.16
H -1.01 -2.37 -0.19
H -2.35 -3.08 -0.19
```

Computed properties:
Orbital gap (spin up / spin down)   3.24 / 3.12 eV
Largest force on an atom   0.0757 Eh/bohr
Spin multiplicity   4
Energy   -1938.557582 hartree
HOMO energy (spin up / spin down)   -0.635 / -0.635 hartree
<S²>   3.76
Total charge   +3